The following is a quantum chemistry calculation of an isolated ion of composition C15H26N3O3S and charge +1, from the OMol25 dataset.

Calculated values
HOMO level (eV): -11.914
Total charge: +1
Energy relative to the best compared isomer or geometry (same formula, charge and spin) (eV): 0.020

Cartesian coordinates (Å):
C -5.714 -1.894 -0.996
H -6.697 -1.434 -1.064
C -5.236 -1.891 0.453
C -5.081 -0.481 1.042
C -3.644 0.042 1.068
H -3.632 0.999 1.594
H -3.018 -0.653 1.636
C -3.057 0.261 -0.335
C -1.679 0.850 -0.263
C -0.560 0.107 -0.032
N 0.704 0.632 0.054
C 0.829 1.926 -0.052
N -0.210 2.736 -0.274
C -1.552 2.284 -0.410
O -2.423 3.083 -0.624
H -0.075 3.740 -0.351
S 2.395 2.700 0.074
C 3.416 1.434 0.918
C 3.886 0.313 0.002
N 2.921 -0.808 -0.050
C 3.034 -1.571 -1.313
H 4.053 -1.960 -1.396
C 2.042 -2.739 -1.310
O 2.270 -3.585 -0.215
C 2.100 -2.891 0.994
H 1.074 -2.511 1.078
C 3.096 -1.731 1.094
H 4.113 -2.131 1.062
H 2.949 -1.192 2.029
H 2.287 -3.609 1.794
H 1.014 -2.353 -1.286
H 2.180 -3.345 -2.206
H 2.828 -0.910 -2.155
H 1.920 -0.332 0.006
H 4.022 0.710 -1.007
H 4.852 -0.068 0.345
H 2.852 1.069 1.773
H 4.270 2.006 1.279
O -0.567 -1.233 0.120
H -1.478 -1.558 0.084
H -3.691 0.969 -0.870
H -3.045 -0.679 -0.893
H -5.704 0.217 0.483
H -5.439 -0.482 2.073
H -5.966 -2.443 1.046
H -4.290 -2.434 0.533
H -5.041 -1.346 -1.650
H -5.792 -2.914 -1.364


The following is a quantum chemistry calculation of C15H26O as an isolated structure at a distorted geometry, from the OMol25 dataset.

Calculated values
HOMO level (eV): -8.824
Energy relative to the best compared isomer or geometry (same formula, charge and spin) (eV): 14.667

Cartesian coordinates (Å):
C -4.774 -1.836 0.073
C -3.846 -1.096 0.689
C -2.496 -0.482 0.202
O -2.030 0.045 1.324
H -1.298 0.413 0.894
C -1.823 -1.838 -0.153
H -1.812 -2.606 0.769
H -2.198 -2.211 -1.211
H -0.810 -1.389 -0.513
C -2.844 0.378 -0.939
H -3.490 0.106 -1.700
H -3.626 1.324 -0.654
C -1.587 0.855 -1.642
C -0.895 2.057 -0.545
C 0.344 1.951 -0.311
C 0.782 2.987 0.893
H 1.164 2.410 1.775
H 0.055 3.720 1.033
H 1.842 3.614 0.297
C 1.356 1.002 -0.477
H 2.240 1.470 -1.020
H 0.911 0.449 -1.275
C 1.768 0.127 0.620
C 2.593 -1.041 0.238
C 3.979 -0.910 -0.257
C 4.940 0.082 0.403
H 4.306 0.669 0.893
H 5.403 0.641 -0.487
H 5.542 -0.332 1.214
C 4.774 -2.293 -0.493
H 5.421 -2.547 0.144
H 4.035 -3.069 -1.014
H 5.381 -1.905 -1.392
H 2.105 -2.092 -0.321
H 0.835 -0.487 0.999
H 2.314 0.785 1.384
H -1.537 2.763 -0.384
H -0.948 0.267 -1.613
H -1.931 1.663 -2.390
H -4.365 -0.651 1.793
H -5.689 -2.239 0.549
H -4.741 -2.088 -0.776


The following is a quantum chemistry calculation of a 5-piece molecular cluster, C15H26O15 overall at a distorted geometry, from the OMol25 dataset.

Calculated values
HOMO level (eV): -10.593
Energy relative to the best compared isomer or geometry (same formula, charge and spin) (eV): 0.643

Cartesian coordinates (Å):
C -0.570 0.365 0.744
C -0.631 -1.192 0.796
O 0.644 -1.545 0.331
C 1.497 -0.487 0.409
O 2.665 -0.549 0.222
O 0.831 0.544 0.927
H -1.068 0.759 1.624
H -0.968 0.899 -0.116
H -1.456 -1.517 0.171
H -0.935 -1.388 1.824
C 5.299 0.422 -0.927
C 5.864 0.398 0.511
O 7.213 0.810 0.401
C 7.435 1.281 -0.850
O 8.422 1.829 -1.215
O 6.394 1.009 -1.655
H 4.347 0.920 -1.050
H 5.251 -0.611 -1.272
H 5.849 -0.607 0.930
H 5.260 1.028 1.167
C -4.225 -1.821 -0.938
O -4.416 -0.448 -1.193
C -3.941 0.417 -0.307
O -3.441 0.203 0.769
O -4.185 1.628 -0.792
C -3.576 2.747 -0.162
H -3.193 -2.167 -0.960
H -4.865 -2.417 -1.584
H -4.620 -2.139 0.033
H -2.486 2.710 -0.189
H -3.829 2.722 0.902
H -3.957 3.649 -0.625
C -3.922 -2.139 3.277
O -4.514 -3.119 2.468
C -3.835 -3.846 1.593
O -4.291 -4.755 0.973
O -2.555 -3.442 1.536
C -1.610 -4.299 0.926
H -4.586 -1.778 4.060
H -3.664 -1.231 2.723
H -3.008 -2.513 3.742
H -1.805 -4.311 -0.148
H -1.556 -5.326 1.286
H -0.595 -3.927 1.063
C 1.001 2.223 -3.968
O 2.010 2.514 -3.010
C 1.666 2.781 -1.777
O 0.599 3.210 -1.382
O 2.738 2.711 -0.992
C 2.724 3.222 0.325
H 1.505 1.813 -4.838
H 0.469 3.139 -4.227
H 0.282 1.491 -3.599
H 3.417 2.615 0.903
H 1.762 3.288 0.823
H 3.162 4.223 0.317


The following is a quantum chemistry calculation of one molecule with the formula C15H26O3 at a distorted geometry, from the OMol25 dataset.

Calculated values
HOMO level (eV): -9.758
Energy relative to the best compared isomer or geometry (same formula, charge and spin) (eV): 0.444

Cartesian coordinates (Å):
O 2.223 1.905 2.116
O -0.646 -0.251 -3.195
O 3.293 -1.732 0.623
C -3.243 0.619 -1.338
C -2.187 1.955 0.428
C -1.051 -0.656 1.260
C -1.879 0.963 -0.710
C 2.565 0.515 2.089
C 0.143 -0.130 2.015
C 0.765 -1.778 -1.144
C 1.279 0.402 -0.087
C -0.913 1.643 -1.706
C 1.203 -2.586 0.067
C -1.176 -0.345 -0.256
C 1.491 -0.275 1.277
C 0.199 -0.368 -0.922
C -0.021 0.512 -2.138
C 1.957 -1.761 1.108
H 1.374 1.979 2.610
H -0.845 0.346 -3.961
H 3.315 -1.268 -0.209
H -3.903 0.281 -0.520
H -3.206 -0.153 -2.120
H -3.646 1.514 -1.869
H -2.565 2.902 0.049
H -2.949 1.526 1.071
H -1.341 2.190 1.080
H -2.011 -0.431 1.753
H -1.015 -1.736 1.303
H 2.556 0.157 3.121
H 3.550 0.366 1.696
H 0.246 -0.590 3.004
H -0.045 0.905 2.254
H 1.593 -1.716 -1.871
H -0.027 -2.378 -1.619
H 1.061 1.468 0.008
H 2.201 0.397 -0.662
H -1.439 2.102 -2.575
H -0.310 2.433 -1.213
H 0.397 -3.076 0.605
H 1.858 -3.408 -0.301
H -1.705 -1.145 -0.726
H 0.898 0.912 -2.515
H 1.953 -2.208 2.123


The following is a quantum chemistry calculation of C15H27BeBr2FNO7P as an isolated structure, from the OMol25 dataset.

Calculated values
HOMO level (eV): -2.064
Total charge: -2

Cartesian coordinates (Å):
C -3.072 -0.851 -0.631
C -3.393 -1.237 0.823
P -2.081 -1.904 1.903
C -1.594 -3.516 1.285
C -0.776 -4.297 2.324
N -0.768 -0.834 1.836
C -0.545 -0.102 3.087
C 0.077 -0.976 4.141
O 1.246 -1.090 4.359
C 0.514 -1.257 1.178
C 0.355 -1.293 -0.357
O 0.473 -0.198 -0.912
O 0.081 -2.425 -0.819
H -3.991 -0.855 -1.224
H -2.698 0.173 -0.664
H -2.335 -1.504 -1.090
H -4.209 -1.968 0.889
H -3.746 -0.352 1.367
H -1.074 -3.414 0.328
H -2.547 -4.028 1.105
H -0.186 -5.078 1.842
H -0.074 -3.658 2.866
H -1.432 -4.767 3.062
H 0.096 0.763 2.893
H -1.510 0.263 3.458
H -0.650 -1.578 4.728
H 0.881 -2.211 1.565
H 1.242 -0.488 1.422
Be -3.388 -1.856 3.857
Br 3.993 3.129 -2.733
C 4.617 1.261 -2.445
C 3.708 0.559 -1.483
Br 4.007 1.073 0.387
H 5.693 1.274 -2.174
H 4.558 0.795 -3.423
H 3.901 -0.510 -1.523
H 2.648 0.739 -1.637
F 7.163 0.404 -2.704
C 4.858 0.661 4.200
O 5.185 -0.513 4.104
O 4.125 1.293 3.390
O 5.181 1.452 5.125
C -0.835 3.022 -3.570
C -2.101 3.531 -4.266
C -3.177 2.686 -3.588
O -2.716 2.437 -2.272
C -1.327 2.805 -2.148
H 0.004 3.715 -3.617
H -0.516 2.071 -4.001
H -2.254 4.591 -4.047
H -2.091 3.404 -5.350
H -3.305 1.732 -4.115
H -4.152 3.182 -3.536
H -1.260 3.730 -1.561
H -0.799 2.011 -1.631


The following is a quantum chemistry calculation of C15H27INO13S2 as an isolated structure at a distorted geometry, from the OMol25 dataset.

Calculated values
HOMO level (eV): -5.467
Total charge: -1

Cartesian coordinates (Å):
C 2.941 -0.612 0.177
C 3.034 0.916 0.031
C 3.707 1.133 -1.348
I 5.846 1.098 -1.122
S 3.190 2.588 -2.365
O 2.471 2.046 -3.489
O 4.436 3.167 -2.797
N 2.411 3.740 -1.518
S 0.821 3.843 -1.839
O 0.066 2.659 -1.477
O 0.495 4.295 -3.169
C 0.205 5.209 -0.748
O -0.925 4.890 -0.065
C -2.030 4.907 -0.958
O -3.081 4.180 -0.491
C -2.722 2.849 -0.315
C -2.872 1.997 -1.568
O -2.710 2.748 -2.754
H 2.896 -0.903 1.210
H 3.826 -1.030 -0.270
H 2.125 -1.031 -0.363
H 2.092 1.430 0.059
H 3.708 1.311 0.769
H 3.422 0.274 -1.916
H 0.116 6.104 -1.338
H 0.994 5.368 -0.034
H -1.741 4.641 -1.959
H -2.374 5.934 -1.007
H -1.734 2.708 0.072
H -3.392 2.452 0.415
H -2.084 1.263 -1.525
H -3.806 1.442 -1.582
H -2.248 2.181 -3.343
C -3.401 -1.842 3.812
C -2.092 -2.154 3.129
C -0.862 -1.859 3.949
O 0.123 -1.635 2.931
C -0.532 -1.169 1.832
O 0.000 -0.721 0.887
O -1.876 -1.304 1.991
H -3.383 -0.846 4.254
H -4.219 -1.857 3.094
H -3.609 -2.568 4.597
H -2.093 -3.191 2.775
H -0.571 -2.682 4.596
H -0.954 -0.947 4.544
C -0.561 -5.953 -0.039
C 0.225 -4.665 -0.009
C 0.319 -3.950 -1.333
O 1.535 -3.211 -1.179
C 2.318 -3.897 -0.315
O 3.451 -3.665 -0.103
O 1.615 -4.902 0.279
H -0.247 -6.584 -0.871
H -0.395 -6.524 0.874
H -1.627 -5.752 -0.138
H -0.167 -4.005 0.772
H -0.518 -3.281 -1.520
H 0.434 -4.632 -2.179